Run P
ORCA calculation (the ωB97M-V functional and the def2-TZVPD basis) on a single C7H15NO molecule.

## Properties
Multiplicity: 1
Orbital gap (spin up / spin down), eV: 6.46 / 6.46
Highest occupied orbital energy (spin up / spin down), eV: -5.81 / -5.81

Geometry as XYZ:
```
24
C7H15NO | OMol25 | the ωB97M-V functional and the def2-TZVPD basis
C -1.511 0.240 0.416
C -0.407 0.968 -0.248
C 2.082 0.537 -0.533
C 1.134 0.744 1.729
C 0.251 -1.893 -1.091
C -2.839 0.419 -0.268
N 0.881 0.384 0.312
C 0.299 -1.286 0.280
O 0.490 -1.932 1.287
H -1.501 -0.517 1.199
H -0.308 0.790 -1.346
H -0.422 2.057 -0.095
H 2.825 -0.196 -0.218
H 1.840 0.374 -1.581
H 2.473 1.548 -0.412
H 1.864 0.050 2.142
H 1.504 1.769 1.751
H 0.211 0.686 2.299
H -0.131 -1.191 -1.833
H 1.251 -2.218 -1.399
H -0.368 -2.787 -1.037
H -2.864 0.062 -1.317
H -3.638 -0.087 0.280
H -3.117 1.481 -0.313
```

Run Q
ORCA calculation (the ωB97M-V functional and the def2-TZVPD basis) on C7H15NO as an isolated structure.

## Properties
Multiplicity: 1
Orbital gap, eV: 8.13
Highest occupied orbital energy, eV: -7.59

Geometry as XYZ:
```
24
C7H15NO | OMol25 | the ωB97M-V functional and the def2-TZVPD basis
C -0.190 0.909 -0.071
C 0.945 -0.788 -2.353
C -1.491 1.160 0.665
C 0.988 1.716 0.462
C -0.308 -0.870 -1.574
N -1.487 -0.959 -1.899
H -0.337 1.254 -1.097
H -2.232 -1.067 -1.227
H 1.816 -0.669 -1.713
H 1.047 -1.703 -2.938
H 0.881 0.069 -3.026
H -1.384 1.056 1.746
H 0.801 2.794 0.380
H -1.872 2.173 0.484
H -2.276 0.467 0.342
H 1.901 1.513 -0.107
H 1.197 1.505 1.514
C 0.055 -1.162 2.084
C 0.480 -1.054 0.648
O 0.081 -1.986 -0.152
H 1.504 -0.691 0.500
H -1.016 -1.349 2.156
H 0.330 -0.286 2.670
H 0.567 -2.033 2.508
```

Most stable: run P